No. 1
{
  "formula": "C16H28N5O2PS2Ti",
  "method": "ωB97M-V/def2-TZVPD",
  "elements": ["Ti", "N", "C", "S", "N", "N", "C", "C", "C", "C", "C", "C", "C", "O", "H", "H", "H", "H", "H", "H", "H", "C", "N", "C", "C", "S", "N", "C", "C", "H", "H", "H", "H", "H", "H", "H", "H", "H", "H", "H", "H", "C", "P", "C", "C", "O", "H", "H", "H", "H", "H", "H", "H", "H", "H"],
  "positions_angstrom": [[-0.181, 0.149, -0.052], [1.833, -3.702, -0.125], [1.433, -2.429, -0.278], [-0.250, -2.142, -0.729], [2.270, -1.471, -0.061], [1.777, -0.199, -0.255], [2.707, 0.686, -0.479], [2.475, 2.066, -0.765], [3.558, 2.905, -1.066], [3.355, 4.234, -1.362], [2.060, 4.747, -1.373], [0.974, 3.940, -1.082], [1.173, 2.602, -0.774], [0.141, 1.787, -0.484], [1.260, -4.446, -0.479], [2.814, -3.881, 0.024], [3.730, 0.320, -0.463], [4.557, 2.488, -1.074], [4.196, 4.876, -1.583], [1.899, 5.790, -1.611], [-0.031, 4.344, -1.078], [-0.178, -2.612, 3.243], [-1.427, -1.960, 2.846], [-2.522, -2.882, 2.561], [-1.507, -0.647, 2.642], [-0.024, 0.269, 2.312], [-2.658, -0.005, 2.828], [-3.744, -0.593, 3.614], [-2.839, 1.422, 2.558], [-0.436, -3.457, 3.880], [0.449, -1.932, 3.810], [0.378, -2.982, 2.385], [-2.123, -3.687, 1.942], [-3.312, -2.390, 2.001], [-2.927, -3.320, 3.474], [-3.374, -1.399, 4.240], [-4.553, -0.961, 2.983], [-4.145, 0.181, 4.266], [-2.218, 1.753, 1.738], [-2.589, 2.010, 3.442], [-3.886, 1.591, 2.311], [-1.591, 1.206, -3.002], [-2.756, 0.697, -1.722], [-3.753, 2.093, -1.187], [-3.797, -0.568, -2.452], [-2.019, 0.131, -0.482], [-2.138, 1.373, -3.931], [-0.861, 0.409, -3.164], [-1.081, 2.127, -2.727], [-4.197, 2.598, -2.045], [-3.126, 2.791, -0.634], [-4.550, 1.725, -0.540], [-4.376, -0.132, -3.268], [-4.481, -0.974, -1.707], [-3.172, -1.371, -2.844]],
  "multiplicity": 1,
  "homo_ev": -14.0,
  "e_above_lowest_kj_mol": 59.6,
  "total_charge": 2
}


No. 2
{
  "formula": "C52H87GaNO37S",
  "method": "ωB97M-V/def2-TZVPD",
  "elements": ["C", "C", "O", "C", "Ga", "N", "C", "C", "C", "C", "C", "S", "O", "O", "O", "H", "H", "H", "H", "H", "H", "H", "H", "H", "H", "H", "H", "H", "H", "H", "H", "H", "H", "H", "H", "H", "C", "C", "C", "O", "C", "O", "O", "H", "H", "H", "H", "H", "H", "C", "C", "C", "O", "C", "O", "O", "H", "H", "H", "H", "H", "H", "C", "C", "C", "O", "C", "O", "O", "H", "H", "H", "H", "H", "H", "C", "C", "C", "O", "C", "O", "O", "H", "H", "H", "H", "H", "H", "C", "C", "C", "O", "C", "O", "O", "H", "H", "H", "H", "H", "H", "C", "C", "C", "O", "C", "O", "O", "H", "H", "H", "H", "H", "H", "C", "C", "C", "O", "C", "O", "O", "H", "H", "H", "H", "H", "H", "C", "C", "C", "O", "C", "O", "O", "H", "H", "H", "H", "H", "H", "C", "C", "C", "O", "C", "O", "O", "H", "H", "H", "H", "H", "H", "C", "C", "C", "O", "C", "O", "O", "H", "H", "H", "H", "H", "H", "C", "C", "C", "O", "C", "O", "O", "H", "H", "H", "H", "H", "H"],
  "positions_angstrom": [[4.762, 5.283, 2.073], [3.798, 4.659, 1.073], [2.453, 5.053, 1.218], [1.859, 4.485, 2.411], [1.426, 2.470, 2.327], [1.503, 1.874, 0.490], [-0.427, 2.204, 3.174], [-1.456, 1.469, 2.284], [2.808, 1.485, 3.488], [3.346, 0.193, 2.859], [4.781, -0.152, 3.342], [6.067, 0.561, 2.366], [5.601, 1.580, 1.474], [7.175, 0.939, 3.212], [6.599, -0.656, 1.442], [4.479, 5.105, 3.109], [4.822, 6.364, 1.910], [5.763, 4.870, 1.915], [4.105, 4.994, 0.085], [3.865, 3.561, 1.080], [2.501, 4.676, 3.282], [0.935, 5.050, 2.584], [1.280, 2.664, -0.111], [0.792, 1.176, 0.297], [-0.856, 3.180, 3.439], [-0.354, 1.645, 4.113], [-2.475, 1.804, 2.521], [-1.316, 1.652, 1.215], [-1.445, 0.389, 2.465], [2.391, 1.266, 4.478], [3.653, 2.171, 3.648], [3.327, 0.260, 1.766], [2.736, -0.666, 3.146], [4.956, -1.225, 3.455], [4.941, 0.327, 4.310], [7.141, -0.196, 0.784], [4.964, -3.266, 0.392], [3.596, -3.753, 0.791], [2.486, -3.518, -0.210], [1.335, -3.443, 0.653], [1.748, -2.985, 1.857], [1.039, -2.655, 2.749], [3.106, -3.026, 1.931], [5.683, -3.471, 1.185], [5.293, -3.767, -0.519], [4.954, -2.193, 0.219], [3.630, -4.811, 1.074], [2.362, -4.326, -0.926], [2.587, -2.573, -0.736], [2.675, 4.722, -2.306], [1.210, 5.034, -2.399], [0.749, 6.254, -1.633], [-0.617, 5.927, -1.340], [-0.716, 4.570, -1.304], [-1.672, 3.977, -0.927], [0.422, 4.008, -1.771], [2.910, 3.825, -2.870], [3.263, 5.548, -2.713], [2.960, 4.555, -1.276], [0.894, 5.091, -3.447], [0.793, 7.177, -2.209], [1.295, 6.366, -0.693], [-0.878, 7.439, 5.717], [-1.489, 6.178, 5.163], [-2.991, 6.054, 5.314], [-3.175, 4.639, 5.364], [-2.023, 4.088, 5.838], [-1.898, 2.953, 6.151], [-1.047, 5.027, 5.899], [0.201, 7.435, 5.571], [-1.293, 8.311, 5.210], [-1.074, 7.521, 6.788], [-1.194, 6.032, 4.120], [-3.552, 6.471, 4.480], [-3.344, 6.490, 6.254], [8.807, -1.350, 5.687], [7.579, -1.943, 6.312], [7.113, -1.289, 7.593], [6.459, -2.372, 8.269], [7.019, -3.526, 7.835], [6.838, -4.593, 8.327], [7.821, -3.291, 6.771], [9.064, -1.889, 4.775], [8.640, -0.306, 5.422], [9.665, -1.424, 6.358], [6.764, -1.986, 5.584], [6.418, -0.467, 7.440], [7.951, -0.955, 8.209], [-5.065, -0.532, 3.370], [-6.064, 0.312, 2.625], [-6.743, -0.359, 1.454], [-7.052, 0.759, 0.609], [-6.143, 1.741, 0.872], [-6.030, 2.730, 0.226], [-5.425, 1.425, 1.969], [-4.620, 0.029, 4.192], [-5.564, -1.414, 3.776], [-4.254, -0.845, 2.712], [-6.809, 0.723, 3.315], [-7.649, -0.892, 1.722], [-6.065, -1.029, 0.919], [-7.980, -5.304, -0.387], [-8.013, -5.060, 1.097], [-9.278, -5.510, 1.798], [-9.354, -4.588, 2.901], [-8.727, -3.455, 2.527], [-8.768, -2.424, 3.125], [-8.040, -3.643, 1.381], [-7.045, -4.957, -0.827], [-8.090, -6.368, -0.598], [-8.799, -4.763, -0.855], [-7.133, -5.477, 1.593], [-9.235, -6.530, 2.169], [-10.162, -5.379, 1.173], [7.806, -3.020, -5.189], [6.475, -3.603, -4.798], [5.342, -3.378, -5.779], [4.195, -3.361, -4.918], [4.600, -2.945, -3.697], [3.880, -2.633, -2.805], [5.957, -2.934, -3.630], [8.551, -3.224, -4.419], [8.152, -3.444, -6.129], [7.726, -1.941, -5.300], [6.561, -4.667, -4.560], [5.239, -4.165, -6.521], [5.416, -2.411, -6.281], [8.613, -2.340, -12.060], [8.625, -2.637, -10.584], [7.483, -3.492, -10.077], [7.353, -3.045, -8.720], [7.808, -1.768, -8.661], [7.670, -1.047, -7.727], [8.430, -1.436, -9.812], [9.463, -1.716, -12.334], [8.669, -3.268, -12.629], [7.703, -1.807, -12.336], [9.586, -3.065, -10.281], [7.685, -4.559, -10.099], [6.548, -3.281, -10.602], [-13.473, -2.776, -3.216], [-12.957, -3.483, -1.993], [-11.484, -3.313, -1.715], [-11.177, -4.524, -1.004], [-12.053, -5.477, -1.415], [-11.943, -6.633, -1.157], [-13.045, -4.925, -2.139], [-14.543, -2.945, -3.334], [-13.301, -1.704, -3.119], [-12.973, -3.143, -4.114], [-13.536, -3.206, -1.115], [-11.264, -2.448, -1.095], [-10.880, -3.281, -2.625], [-10.149, 1.813, 0.545], [-11.519, 1.325, 0.926], [-11.593, 0.487, 2.186], [-12.736, -0.348, 1.926], [-12.854, -0.474, 0.591], [-13.573, -1.254, 0.043], [-12.036, 0.386, -0.048], [-10.187, 2.400, -0.372], [-9.742, 2.442, 1.337], [-9.468, 0.981, 0.377], [-12.231, 2.154, 0.977], [-11.757, 1.064, 3.091], [-10.717, -0.154, 2.309], [7.569, 1.236, -3.484], [6.103, 1.066, -3.784], [5.774, 0.497, -5.147], [4.485, 1.063, -5.409], [4.396, 2.221, -4.709], [3.523, 3.018, -4.818], [5.437, 2.338, -3.854], [7.710, 1.656, -2.488], [8.073, 0.269, -3.528], [8.032, 1.911, -4.204], [5.611, 0.485, -2.998], [5.715, -0.586, -5.163], [6.467, 0.834, -5.922]],
  "multiplicity": 1,
  "homo_ev": -3.9,
  "e_above_lowest_kj_mol": 0.0,
  "total_charge": -1
}


No. 3
{
  "formula": "C29H52ClN8O8",
  "method": "ωB97M-V/def2-TZVPD",
  "elements": ["N", "C", "O", "C", "C", "C", "N", "C", "N", "O", "C", "C", "C", "N", "O", "N", "C", "C", "O", "Cl", "N", "C", "C", "C", "C", "C", "C", "C", "H", "H", "H", "H", "H", "H", "H", "H", "H", "H", "H", "H", "H", "H", "H", "H", "H", "H", "H", "H", "H", "H", "C", "O", "C", "C", "N", "C", "C", "O", "C", "H", "H", "H", "H", "H", "H", "H", "H", "H", "H", "H", "H", "H", "H", "H", "C", "O", "C", "C", "N", "C", "C", "O", "C", "H", "H", "H", "H", "H", "H", "H", "H", "H", "H", "H", "H", "H", "H", "H"],
  "positions_angstrom": [[2.879, 1.720, 5.115], [2.503, 2.879, 5.784], [3.066, 3.263, 6.778], [1.341, 3.667, 5.202], [1.887, 4.857, 4.384], [2.531, 4.433, 3.113], [3.850, 4.373, 2.938], [4.018, 3.922, 1.683], [5.222, 3.727, 1.140], [5.307, 3.285, -0.164], [6.457, 4.091, 1.846], [7.683, 3.279, 1.391], [8.744, 4.195, 0.787], [9.020, 4.103, -0.614], [9.300, 4.988, 1.491], [2.823, 3.724, 1.074], [2.421, 3.299, -0.243], [2.057, 1.827, -0.244], [1.784, 1.217, 0.739], [1.991, 1.141, -1.829], [1.872, 4.055, 2.020], [0.443, 4.014, 1.765], [-0.072, 5.226, 1.024], [-1.380, 5.199, 0.553], [-1.888, 6.271, -0.155], [-1.095, 7.384, -0.402], [0.203, 7.420, 0.083], [0.714, 6.344, 0.794], [2.364, 1.535, 4.266], [3.877, 1.651, 4.975], [0.782, 4.076, 6.041], [0.676, 3.025, 4.622], [2.645, 5.352, 4.985], [1.076, 5.552, 4.166], [5.372, 2.318, -0.125], [6.647, 5.152, 1.677], [6.295, 3.979, 2.912], [7.440, 2.453, 0.729], [8.137, 2.846, 2.281], [9.597, 3.291, -0.810], [8.147, 3.973, -1.116], [1.526, 3.857, -0.537], [3.171, 3.528, -0.989], [-0.050, 3.880, 2.724], [0.230, 3.123, 1.176], [-2.015, 4.338, 0.727], [-2.902, 6.250, -0.529], [-1.479, 8.219, -0.969], [0.827, 8.284, -0.100], [1.732, 6.418, 1.159], [-5.324, -2.270, -2.713], [-4.198, -2.311, -1.855], [-2.965, -2.541, -2.526], [-2.074, -1.323, -2.424], [-2.602, -0.219, -3.215], [-1.922, 1.052, -3.021], [-2.018, 1.703, -1.644], [-3.309, 2.144, -1.289], [-4.141, 1.180, -0.663], [-6.209, -2.203, -2.082], [-5.303, -1.402, -3.381], [-5.393, -3.178, -3.319], [-3.127, -2.820, -3.570], [-2.475, -3.381, -2.026], [-1.076, -1.577, -2.795], [-1.986, -1.070, -1.357], [-3.584, -0.103, -2.998], [-2.332, 1.756, -3.749], [-0.863, 0.921, -3.269], [-1.395, 2.607, -1.670], [-1.607, 1.059, -0.853], [-3.557, 0.466, -0.075], [-4.746, 0.629, -1.387], [-4.818, 1.714, 0.002], [-4.364, -5.792, -0.674], [-3.092, -6.038, -1.249], [-2.114, -6.468, -0.309], [-1.704, -7.900, -0.569], [-2.790, -8.817, -0.257], [-2.550, -10.202, -0.650], [-2.430, -10.507, -2.138], [-3.628, -10.311, -2.863], [-3.840, -9.006, -3.361], [-5.000, -5.364, -1.447], [-4.828, -6.716, -0.313], [-4.292, -5.078, 0.151], [-2.485, -6.352, 0.714], [-1.236, -5.824, -0.427], [-0.845, -8.143, 0.064], [-1.380, -7.967, -1.617], [-3.634, -8.492, -0.709], [-3.377, -10.799, -0.258], [-1.641, -10.551, -0.150], [-2.191, -11.570, -2.235], [-1.607, -9.956, -2.610], [-2.897, -8.508, -3.602], [-4.401, -8.381, -2.659], [-4.430, -9.095, -4.274]],
  "multiplicity": 1,
  "homo_ev": -9.8,
  "total_charge": 1
}